C24H60KO16P4 as an isolated structure in a non-equilibrium geometry, computed with ωB97M-V/def2-TZVPD.

```
105
Properties=species:S:1:pos:R:3:forces:R:3:lowdin_spin:R:1
O 1.22463 1.48711 0.52383 1.441 1.580 -0.085 0.021
C -1.96645 -1.33164 -4.90506 0.007 -0.397 0.021 0.003
H 2.03628 3.28726 3.43852 0.076 -0.214 -0.420 0.002
O 0.56287 -4.37703 -2.40359 -1.527 0.130 -0.785 0.015
C -0.07059 3.99130 -2.01929 -0.631 1.322 0.179 0.006
H 1.08531 0.18268 -3.41779 -0.190 -0.178 -0.301 0.007
O -1.35240 -2.78360 -1.57649 0.568 -1.050 -1.229 0.011
H -3.14566 1.06617 -6.78847 -0.113 0.071 0.499 0.000
O -2.47161 -1.29483 4.74248 2.549 0.302 -0.843 0.010
H -2.22116 -0.86773 -3.95217 -0.370 -0.063 -0.120 0.001
H -4.00637 -1.86391 3.58602 -0.160 -0.559 -0.012 0.009
H 0.71177 -6.82343 0.11411 0.182 0.811 0.218 0.003
O -0.86298 -3.24390 4.64218 -0.458 0.806 -2.587 0.012
H -1.80688 3.44179 -5.33233 0.223 -0.111 0.347 0.000
H -2.63639 -5.72227 -0.13121 0.508 -0.178 -0.320 0.001
H 1.38793 0.42234 -5.91829 0.163 -0.193 -0.045 0.000
H 4.74095 0.58848 3.75622 0.389 0.171 -0.216 0.003
P -0.91397 -3.82253 -2.56392 -1.937 0.220 -0.840 0.004
C -2.53949 2.63555 -5.29569 -0.248 0.233 -2.708 0.001
H -2.97573 -2.94544 -4.12290 -0.303 -0.768 -0.423 0.001
P -1.14833 1.89832 -3.22775 1.204 1.809 -1.419 0.004
C -2.11483 -2.87098 -4.78729 0.385 1.939 0.694 0.002
C 4.77246 4.33291 -1.76643 -0.161 -0.121 0.348 0.006
H 0.86898 5.26180 -3.58912 -0.272 -0.416 -0.234 0.000
C 0.38715 -6.31701 -0.79488 -1.831 0.425 -1.227 0.006
P -1.24252 -1.88494 3.83586 1.256 0.600 2.473 0.016
H 5.07939 0.97207 1.17597 -0.028 0.476 0.088 0.004
O 1.72728 3.91925 1.42674 1.263 -1.291 -0.242 0.009
H -1.42816 -2.52010 6.49066 0.625 0.987 -0.209 0.001
O -1.82181 -5.18504 -2.50480 1.815 1.221 -0.543 0.001
C -3.18020 -5.30809 -2.16924 -0.949 0.055 1.031 0.002
H -0.41255 4.11540 -0.99179 -0.327 0.331 -0.008 0.006
H -2.20961 -3.35586 -5.75890 -0.153 -0.122 0.279 0.000
O 3.20154 2.96439 -0.49808 -2.210 -1.028 1.229 0.009
O -1.20297 0.91365 -2.15718 0.219 -0.375 0.270 0.013
H 4.75278 -0.91730 2.81626 -0.163 -0.026 -0.004 0.012
O -2.28489 1.66804 -4.32777 0.139 0.515 2.353 0.003
C -0.20883 1.29842 5.20761 -0.363 -0.088 -0.037 0.018
H 1.11775 -4.24611 6.20618 0.164 0.221 -0.286 0.002
H -2.62016 -0.99759 -5.71079 -0.129 0.241 0.207 0.000
H 3.24030 -0.12072 3.39802 -0.120 -0.417 -0.307 0.005
C 0.62715 -3.34230 6.56748 -0.397 -0.103 0.281 0.007
H 0.40700 -4.18968 -0.35189 0.584 0.098 0.091 0.009
H -0.30185 6.20008 -2.70765 -0.535 -0.545 0.365 0.001
H 0.52312 1.04475 5.97442 0.316 -0.105 -0.287 0.002
C 4.10331 0.80034 1.62972 0.557 -2.278 1.159 0.026
O -1.39627 -1.98944 2.36786 -0.054 -0.058 1.277 0.022
H 0.50257 4.07631 3.08046 -0.095 -0.315 -0.268 0.009
H 1.54399 6.27912 3.01246 0.186 -0.054 -0.056 0.002
C -4.77382 -0.94288 5.39771 0.698 -0.690 -0.632 0.011
C -0.79474 -3.27811 6.02989 -0.499 0.005 2.157 0.004
H -3.33375 -4.19469 -0.24900 0.084 0.372 -0.627 0.005
C 1.33664 1.11779 -3.91829 -0.054 0.825 0.194 0.008
C 0.83746 -4.86429 -1.09196 1.831 -2.088 1.014 0.015
C 1.56932 4.08190 2.85663 -0.417 0.803 1.091 0.012
H -4.70580 0.10723 5.11353 0.156 -0.068 0.018 0.006
C -2.49866 1.93288 -6.65321 0.300 0.519 -0.294 0.001
H 2.10272 5.43176 4.47709 -0.662 -0.180 0.115 0.003
O -0.96431 -3.41361 -4.14084 1.145 -0.842 1.894 0.002
H 2.34783 1.87830 -5.70709 0.126 0.010 0.333 0.000
H -3.79213 -4.53067 -2.62668 -0.063 -0.423 -0.679 0.001
H -2.82258 2.67256 -7.38536 0.162 -0.017 -0.273 0.000
H -3.50860 3.13360 -5.26599 -0.234 -0.303 1.018 0.000
H 1.91674 -5.01560 -1.11102 0.173 1.273 0.487 0.009
H 0.58152 -3.46770 7.64928 -0.119 0.088 0.140 0.001
H -1.47522 1.62826 -6.87206 -0.004 -0.038 -0.110 0.000
H 5.59222 3.63519 -1.93751 0.040 -0.060 0.339 0.002
H 1.93930 1.67223 -3.19892 0.211 0.089 0.028 0.003
C 0.38165 5.35568 -2.61866 1.172 -0.880 0.222 0.004
C -3.72257 -1.84818 4.63831 -3.213 0.961 0.667 0.012
H 2.88855 0.32074 -4.93192 0.393 -0.009 -0.753 0.006
H -0.84411 0.68988 3.22453 0.166 -0.173 -0.254 0.021
H -0.17141 2.37708 5.05539 -0.036 0.006 -0.228 0.004
H 0.72482 3.26344 -1.85910 0.277 -0.015 -0.825 0.001
K -0.67244 -0.62217 0.09608 -0.025 0.064 -0.209 0.406
C 2.10208 5.42107 3.38714 0.620 -0.479 -0.288 0.011
O -1.19524 3.47647 -2.77138 -0.230 -2.046 -0.781 0.007
H -5.77153 -1.29510 5.13574 -0.034 -0.045 -0.043 0.002
H -0.69669 -6.20664 -0.82986 -0.046 -0.853 0.530 0.000
H 4.81140 3.94684 0.32408 0.098 -0.171 0.185 0.002
O -0.07064 -0.88780 4.42179 -1.510 -1.780 -1.572 0.010
H -4.66697 -1.06132 6.47597 0.142 0.176 -0.009 0.000
H 0.96227 0.62242 3.53798 -0.236 -0.013 -0.582 0.004
H -3.81053 -2.79952 5.16301 0.354 -0.458 -0.527 0.001
H 3.60435 0.06212 1.00187 -0.494 0.506 -0.492 0.022
H 3.17468 5.51025 3.21490 0.010 0.207 -0.625 0.001
C -3.39446 -5.18476 -0.70087 0.544 0.168 2.927 0.007
H -0.96974 -0.93451 -5.09730 0.237 -0.554 -0.382 0.001
P 2.27685 2.51805 0.80952 0.031 -0.557 -0.683 0.011
H -3.43888 -6.34308 -2.39280 -0.240 0.293 -0.803 0.000
H -1.38617 -4.10287 6.42747 0.372 -0.944 -0.601 0.001
H 4.15711 4.23875 -2.66118 -0.360 0.336 0.225 0.000
H 0.61018 -7.01248 -1.60400 0.304 0.250 -0.247 0.000
C -0.04284 0.45612 3.92555 0.568 1.003 2.046 0.022
O 3.37937 1.98779 1.85306 -0.866 1.401 -0.307 0.004
H -1.16470 1.03805 5.66218 -0.183 0.172 -0.121 0.002
H -4.25948 -5.61331 -0.19472 -0.712 -0.151 -1.022 0.001
H 5.18721 5.33609 -1.66786 0.091 0.045 -0.403 0.001
O 0.17302 1.89965 -4.20770 -1.711 -0.043 1.390 0.002
C 4.04718 4.09732 -0.43842 0.741 0.359 0.025 0.006
H 1.21277 5.68616 -1.99565 -0.008 0.185 0.333 0.001
H 1.20924 -2.44050 6.37768 -0.034 -0.151 -0.291 0.002
H 3.48042 4.96244 -0.09425 -0.156 0.119 -0.367 0.001
C 4.23249 0.02778 2.97188 -0.015 1.016 -0.107 0.028
C 2.04678 0.94736 -5.22665 0.020 -0.734 0.413 0.006
```
Forces are in eV/Å.

E_HOMO (spin up / spin down) = -0.0555 / -0.3788 Eh
LUMO (spin up / spin down) = 0.51 / 0.56 eV
calculated total energy = -112109.5982 eV
HOMO-LUMO gap (spin up / spin down) = 2.022 / 10.874 eV
charge = 0
expectation value of S² = 0.751
spin multiplicity = 2



A 7-piece molecular cluster, H14O7 overall in a non-equilibrium geometry, computed with ωB97M-V/def2-TZVPD.

```
21
Properties=species:S:1:pos:R:3:forces:R:3:lowdin_charge:R:1
H 2.00833 -0.20019 -2.43252 -0.293 -0.523 0.676 0.102
H 2.22233 -2.72119 0.42648 -0.069 -0.173 -0.352 0.017
H -1.89467 -1.02619 1.12948 -0.355 -1.344 0.056 0.011
O 1.82233 1.92381 0.42048 -0.843 0.028 -11.021 -0.035
H 1.71133 1.14681 -2.41452 0.708 4.285 -1.742 0.026
O -0.71467 0.08781 0.08348 10.844 -6.213 -0.011 0.003
H -2.97267 -0.60719 1.92448 -0.962 -0.034 0.672 0.005
H 0.01233 0.50081 -0.53152 -1.563 -1.429 1.985 0.083
H -0.76967 -2.00419 -2.07152 -1.345 -1.275 3.644 -0.031
O 1.75233 -2.15019 1.03148 -1.910 1.323 -0.777 -0.082
H 2.01533 1.67081 1.20748 1.996 -2.883 8.047 -0.085
H 2.12033 1.14681 -0.27252 -1.098 2.866 3.047 0.106
O -0.43767 -1.66419 -2.83352 2.405 1.985 -3.796 -0.023
O -1.54367 2.24281 2.05748 -2.636 -0.643 1.336 -0.115
O -2.68667 -1.44519 1.56048 1.337 1.234 -0.681 -0.069
H -2.39967 1.73381 2.38048 2.707 1.872 -0.830 0.091
H 0.30133 -1.04219 -2.63552 -1.458 -0.782 0.132 0.006
H -1.32567 0.61381 -0.08052 -9.308 7.553 -1.934 -0.102
H -1.58367 3.12781 2.49648 -0.135 -1.152 -0.470 0.049
O 1.40833 0.42081 -1.97852 0.073 -3.639 0.889 -0.012
H 0.95433 -1.75519 0.53248 1.904 -1.055 1.128 0.056
```
Forces are in eV/Å.

E_HOMO = -0.4062 Eh
ΔE to the lowest compared entry with this formula, charge and spin = 4.201 eV
LUMO = -0.17 eV
calculated total energy = -14557.2607 eV
HOMO-LUMO gap = 10.887 eV
SMILES string = O.O.O.O.O.O.O
charge = 0
spin multiplicity = 1



One molecule with the formula C26H34N4O2S, computed with ωB97M-V/def2-TZVPD.

```
67
Properties=species:S:1:pos:R:3:forces:R:3:lowdin_charge:R:1
H 3.14069 -0.44759 1.14212 -0.046 0.030 -0.027 0.087
H -3.37007 0.81979 2.11302 0.031 0.144 0.033 0.122
C 6.68264 -1.60357 0.04875 0.245 0.231 0.009 -0.175
H 1.63635 3.63597 2.13316 0.082 0.011 0.051 0.101
C 5.55855 -0.06715 -1.35563 0.226 0.236 0.053 -0.170
H -7.80259 -1.69606 -2.43644 -0.015 0.004 -0.109 0.077
C 1.80386 -1.89051 0.27239 0.503 -0.070 -0.026 -0.217
C -0.79078 0.63651 -0.55666 -0.146 -0.010 -0.413 -0.167
H 4.65055 0.52214 -1.48770 0.003 0.012 -0.062 0.116
C -3.65906 -2.29847 -0.10678 -0.247 0.127 -0.078 0.006
C -1.39094 3.97914 0.65989 -0.143 0.085 -0.027 -0.019
H -6.84484 0.00819 -0.88475 0.018 -0.091 0.100 0.121
H 8.79475 -1.14571 0.24545 -0.069 0.018 0.064 0.124
C -0.27187 4.27782 1.40608 -0.057 0.096 0.015 -0.096
C 0.73394 2.12847 0.93440 -0.050 0.012 -0.040 -0.018
C -0.05082 -0.64600 -0.74240 -0.305 0.148 -0.343 -0.095
H 6.87398 -2.30336 -0.78532 0.003 -0.004 0.061 0.130
C -4.64744 -0.33044 0.84660 -0.298 -0.111 -0.129 -0.022
H -5.48507 0.33182 0.99972 -0.096 0.041 0.000 0.104
H -3.76796 -3.18329 -0.71396 -0.011 -0.118 -0.068 0.121
H -7.35871 -0.98366 0.50771 0.088 0.046 -0.093 0.126
C 4.27784 -1.72531 -0.14459 -0.212 0.208 0.057 -0.206
H 5.69951 -0.70763 -2.24676 -0.041 0.038 0.040 0.131
H -0.20024 5.23658 1.89804 -0.011 0.079 0.030 0.098
N -2.41668 2.17664 -0.73636 -0.033 -0.049 -0.086 -0.094
C -2.34100 -0.87366 1.31079 -0.532 -0.146 -0.174 -0.263
H 7.69130 0.02742 1.02762 0.034 -0.068 -0.033 0.127
C 0.11936 -0.96522 1.72468 0.008 -0.009 0.265 -0.826
C -8.12299 -1.65783 -1.39887 0.390 0.101 0.212 -0.065
H -1.64503 -2.71488 0.45804 0.103 -0.057 -0.039 0.121
C 3.00554 -0.94725 0.18302 -0.021 -0.296 -0.072 -0.181
C -3.65945 2.79485 -1.09396 -0.168 0.229 -0.026 -0.024
C -3.45170 -0.05327 1.48203 0.316 -0.205 0.058 -0.022
C 6.75016 0.88114 -1.22597 -0.353 0.061 -0.171 -0.199
H -1.26268 -0.10890 2.87260 0.154 -0.178 -0.115 0.124
H 6.89047 1.45309 -2.14514 -0.066 0.004 0.077 0.125
S 1.12322 -1.12021 3.03865 0.346 -0.038 0.630 0.663
H 2.81950 -0.18834 -0.57879 -0.017 0.072 -0.041 0.097
C 7.84529 -0.61629 0.14890 -0.063 -0.356 0.180 -0.200
O -5.87292 -1.80471 -0.67161 0.098 -0.161 -0.048 -0.056
C -7.03996 -1.01920 -0.54350 -0.336 0.137 -0.024 -0.269
H -8.31260 -2.67194 -1.05863 -0.065 -0.091 0.021 0.078
N 5.44683 -0.86487 -0.14697 0.065 -0.098 -0.008 -0.176
C -0.38955 1.79386 0.17732 -0.237 0.321 -0.119 -0.117
H 6.56667 1.57041 -0.38810 -0.001 -0.016 -0.086 0.128
N 0.54274 -1.20250 0.46626 -0.349 0.069 0.173 -0.105
H 4.15856 -2.25082 -1.11071 0.057 -0.048 0.059 0.129
C -4.75767 -1.44875 0.02606 0.190 -0.007 -0.006 -0.276
H -2.64325 0.29956 -1.69902 -0.191 -0.144 -0.061 0.136
H -9.03972 -1.07950 -1.32842 -0.107 0.044 -0.008 0.076
C -2.47012 -2.02366 0.53319 -0.045 0.085 0.188 -0.026
H 1.72316 -2.48255 -0.64541 -0.045 0.015 0.003 0.129
H -0.73098 -1.37583 -1.20358 0.144 0.061 -0.058 0.122
H -4.21985 3.07321 -0.19799 -0.038 -0.014 -0.037 0.092
H 1.94803 -2.57026 1.11546 -0.033 0.017 -0.174 0.086
N -1.15761 -0.54782 1.96736 0.080 0.208 0.130 0.059
H 0.77948 -0.47958 -1.43842 -0.063 -0.117 0.076 0.130
H -4.25330 2.09285 -1.67635 0.012 0.017 0.024 0.088
H -3.48844 3.69512 -1.69053 -0.050 -0.038 0.007 0.095
H 4.42338 -2.48207 0.63015 0.007 -0.051 -0.036 0.125
C -2.01568 0.92291 -1.09021 0.509 -0.277 -0.057 -0.031
H 1.54923 1.43257 1.05111 0.116 -0.101 0.053 0.093
C 0.77681 3.36361 1.53923 0.163 0.021 0.094 -0.088
O 7.94932 0.17657 -1.01040 0.114 -0.032 -0.121 -0.134
H 6.61177 -2.17291 0.97758 0.026 -0.033 -0.021 0.124
H -2.19831 4.68875 0.55543 -0.075 0.093 0.000 0.103
C -1.44358 2.73252 0.04714 0.506 -0.086 0.273 -0.180
```
Forces are in eV/Å.

E_HOMO = -0.2797 Eh
ΔE to the lowest compared entry with this formula, charge and spin = 0.073 eV
LUMO = 0.51 eV
calculated total energy = -48404.4491 eV
HOMO-LUMO gap = 8.116 eV
SMILES string = CCOc1ccc(NC(=S)N(CCCN2CCOCC2)Cc2cn(C)c3ccccc23)cc1
charge = 0
spin multiplicity = 1